Entry 1:
8
Properties=species:S:1:pos:R:3:forces:R:3:mulliken_charge:R:1 method="wB97M-V/def2-TZVPD" multiplicity=1 homo_energy_ev=-8.43 de_lowest_kj_mol=83.8 e_tot_ev=-37668.3381 smiles="O=C(OS)SS" homo_lumo_gap_ev=7.904
C 0.06138 0.19186 0.01966 -4.486 -4.223 -0.212 0.654
O -0.04941 1.32582 -0.10931 0.373 3.613 -0.060 -0.400
O 0.99717 -0.65176 0.06906 2.746 -1.078 0.429 -0.216
S 2.58259 -0.00831 0.20625 1.206 -2.528 -0.422 -0.092
S -2.96146 0.30158 0.21316 0.572 1.284 -0.638 -0.208
S -1.47952 -1.11435 -0.00611 1.223 1.668 -0.041 -0.124
H 3.09196 -1.38433 0.05100 -0.683 2.523 0.309 0.206
H -2.24271 1.33950 -0.44370 -0.950 -1.261 0.634 0.181

Entry 2:
7
Properties=species:S:1:pos:R:3:forces:R:3:mulliken_charge:R:1 method="wB97M-V/def2-TZVPD" multiplicity=1 homo_energy_ev=-10.57 de_lowest_kj_mol=143.5 e_tot_ev=-18044.3658 homo_lumo_gap_ev=10.990
C -0.46335 -0.44889 -0.32659 3.067 -0.894 3.439 0.126
O -2.04910 -2.48725 -0.94787 -0.982 -0.846 -1.089 -0.462
O -1.66979 -0.27879 0.33010 0.286 0.691 -0.211 -0.321
O 0.84961 -0.11878 0.52550 -3.081 -2.866 -2.590 -0.487
S -1.35410 -1.92920 0.16081 1.429 1.069 0.381 0.466
H -0.23314 -0.09909 -1.29542 -0.552 0.184 -1.161 0.390
H 0.54689 0.71690 0.76799 -0.169 2.663 1.232 0.288

Please write out number 2 again, unchanged.
7
Properties=species:S:1:pos:R:3:forces:R:3:mulliken_charge:R:1 method="wB97M-V/def2-TZVPD" multiplicity=1 homo_energy_ev=-10.57 de_lowest_kj_mol=143.5 e_tot_ev=-18044.3658 homo_lumo_gap_ev=10.990
C -0.46335 -0.44889 -0.32659 3.067 -0.894 3.439 0.126
O -2.04910 -2.48725 -0.94787 -0.982 -0.846 -1.089 -0.462
O -1.66979 -0.27879 0.33010 0.286 0.691 -0.211 -0.321
O 0.84961 -0.11878 0.52550 -3.081 -2.866 -2.590 -0.487
S -1.35410 -1.92920 0.16081 1.429 1.069 0.381 0.466
H -0.23314 -0.09909 -1.29542 -0.552 0.184 -1.161 0.390
H 0.54689 0.71690 0.76799 -0.169 2.663 1.232 0.288